#P
Computed, not measured: a 4-piece molecular cluster, C4H15NO3 overall, with ωB97M-V/def2-TZVPD.

Last column: Löwdin charge in e.
Element x y z (Å)
C (-1.36822, 0.09201, -1.88375)  -0.227
N (-2.22175, 1.05011, -1.19834)  -0.064
C (0.73354, -0.15732, 1.56245)  -0.040
C (0.61179, -1.62351, 1.67521)  0.091
C (1.33937, -2.48081, 0.75109)  -0.130
O (0.35563, -2.57807, -0.42872)  -0.041
H (-0.56714, 0.69625, -2.34156)  0.059
H (-0.79303, -0.69736, -1.34902)  0.035
H (-1.97002, -0.32980, -2.72149)  0.072
H (-2.92298, 0.50594, -0.69863)  0.041
H (-0.21456, 0.39664, 1.66896)  0.104
H (1.46587, 0.22892, 2.30004)  0.149
H (1.18954, 0.21550, 0.62027)  0.086
H (0.35082, -1.90012, 2.69183)  0.137
H (1.46701, -3.53744, 0.95807)  0.124
H (2.18824, -1.98058, 0.28317)  0.146
H (-0.47574, -2.37723, 0.02585)  0.065
H (-0.61986, 3.55355, 0.77833)  -0.052
H (-1.66513, 1.59572, -0.50019)  0.019
O (-0.42322, 2.61498, 0.68359)  -0.368
H (1.56700, 2.59809, -1.60450)  0.007
H (0.64140, 2.21003, -0.27979)  -0.050
O (1.33143, 1.90451, -0.99287)  -0.165

## Properties
Molar mass ... 125.2 g/mol
2S+1 ... 1
Orbital gap ... 3.6 eV
E_HOMO ... -7.9 eV

#Q
Computed, not measured: a 4-piece molecular cluster, C4H15NO3 overall, with ωB97M-V/def2-TZVPD.

Last column: Löwdin charge in e.
Element x y z (Å)
C (-1.17555, 0.25946, 1.26127)  -0.021
C (-0.87443, 1.11136, 0.27524)  -0.418
N (-1.88140, 1.40822, -0.62578)  0.107
C (0.52935, 1.47851, -0.07685)  -0.184
C (1.44277, 1.59350, 1.14243)  -0.086
H (-0.52169, -0.24514, 1.89155)  0.008
H (-2.21537, 0.26249, 1.69595)  0.091
H (-1.79807, 1.91791, -1.43676)  0.061
H (-2.87545, 1.39571, -0.39958)  0.110
H (0.55597, 2.36181, -0.68080)  0.105
H (0.95656, 0.71585, -0.73039)  0.105
H (1.25981, 2.25774, 1.92613)  0.051
H (1.35566, 0.67325, 1.65341)  0.043
H (2.42453, 1.97319, 0.76329)  0.097
O (-0.67716, -1.65688, -1.56689)  -0.147
H (-0.97232, -1.07413, -0.74105)  0.065
H (-0.37707, -2.49843, -1.09973)  0.051
O (-0.28245, -2.61497, 1.08737)  -0.095
H (0.07905, -1.71121, 1.32092)  0.031
H (0.00676, -3.17001, 1.85273)  0.068
O (1.80394, -1.08564, -2.54571)  -0.096
H (0.90592, -1.58334, -2.74314)  0.075
H (2.33061, -1.76925, -2.22363)  -0.023

## Properties
Molar mass ... 125.2 g/mol
SMILES ... C=C(N)CC.O.O.O
2S+1 ... 1
Orbital gap ... 8.8 eV
E_HOMO ... -8.2 eV

#R
Computed, not measured: a 4-piece molecular cluster, C4H15NO3 overall, with ωB97M-V/def2-TZVPD.

Last column: Löwdin charge in e.
Element x y z (Å)
C (-2.49699, -0.98741, -1.08304)  -0.048
N (-2.23083, 0.12177, -0.45608)  -0.077
C (-1.16633, 1.09037, -0.72212)  -0.211
C (0.13272, 0.79798, 0.22037)  -0.226
C (1.24959, 1.80137, -0.16121)  -0.107
H (-1.83694, -1.53450, -1.73950)  0.059
H (-3.37436, -1.62163, -0.74677)  0.075
H (-0.78337, 1.01467, -1.72062)  0.087
H (-1.72891, 2.05537, -0.57410)  0.123
H (0.00370, 0.80928, 1.35556)  0.096
H (0.50809, -0.20695, 0.06523)  0.086
H (2.09284, 1.64061, 0.68661)  0.124
H (1.69785, 1.59935, -1.09742)  0.029
H (0.89744, 2.73644, -0.14408)  0.015
O (2.19552, -1.47188, 2.44722)  -0.058
H (1.27195, -1.40447, 2.77735)  0.025
H (2.57908, -0.62414, 2.54987)  0.000
O (-0.99901, -0.77285, 2.61710)  -0.036
H (-1.60935, -0.88829, 1.84965)  0.053
H (-1.62054, -0.63781, 3.26836)  -0.002
O (2.14098, -0.26086, -3.44032)  -0.055
H (2.13261, 0.66941, -3.28791)  0.001
H (2.37181, -0.62878, -2.56552)  0.047

## Properties
Molar mass ... 125.2 g/mol
SMILES ... C=NCCC.O.O.O
2S+1 ... 1
Orbital gap ... 10.2 eV
E_HOMO ... -9.5 eV

Need the numbers? Relative energies in hartree: #P 0.1856; #Q 0.0000; #R 0.0105.

#P
Computed, not measured: a 4-piece molecular cluster, C4H15NO3 overall, with ωB97M-V/def2-TZVPD.

Last column: Löwdin charge in e.
Element x y z (Å)
C (-1.41398, 0.75211, 1.58258)  -0.028
C (-1.58729, -0.55467, 1.33135)  -0.164
C (-0.37352, -1.40541, 1.05399)  -0.200
C (-0.45801, -2.20671, -0.27217)  -0.270
N (0.06503, -1.47117, -1.40003)  0.004
H (-0.52640, 1.29047, 1.88584)  0.067
H (-2.32598, 1.31697, 1.78444)  0.060
H (-2.57431, -0.86525, 1.01133)  0.102
H (0.50512, -0.78745, 0.99893)  0.067
H (-0.34893, -2.15069, 1.86442)  0.115
H (-1.51471, -2.39775, -0.47835)  0.103
H (0.08188, -3.14206, -0.16165)  0.106
H (-0.38889, -0.62302, -1.65618)  0.048
H (1.06783, -1.38879, -1.46598)  0.065
O (-1.46179, 2.62756, -1.05257)  -0.048
H (-1.50232, 2.34621, -1.95801)  0.023
H (-1.29389, 1.84537, -0.51922)  -0.014
O (2.94505, -0.07342, 0.54324)  -0.056
H (2.00441, 0.02353, 0.40781)  -0.026
H (3.12404, 0.63786, 1.16101)  0.039
O (1.85683, 1.79118, -1.34209)  -0.065
H (2.79299, 2.02820, -1.48048)  0.055
H (1.32685, 2.40692, -1.83821)  0.018

## Properties
Molar mass ... 125.2 g/mol
SMILES ... C=CCCN.O.O.O
2S+1 ... 1
Orbital gap ... 9.4 eV
E_HOMO ... -8.9 eV

#Q
Computed, not measured: C4H15NO3 as an isolated structure, with ωB97M-V/def2-TZVPD.

Last column: Löwdin charge in e.
Element x y z (Å)
C (0.49550, 1.47372, 2.14267)  -0.135
N (0.15940, 1.34554, 0.72629)  -0.083
C (0.70588, -0.18722, 0.10140)  -0.107
C (-0.16177, -0.88490, -0.96850)  -0.409
C (0.01489, -2.37378, -0.70246)  -0.053
O (0.17749, -0.48611, -2.32966)  -0.073
H (-0.35266, 1.96698, 2.62242)  0.082
H (1.45592, 1.95299, 2.32260)  0.079
H (0.45068, 0.50173, 2.63837)  0.077
H (0.50876, 1.94118, -0.01150)  0.082
H (1.46876, 0.29105, -0.50842)  0.119
H (1.06513, -0.93537, 0.80395)  0.117
H (-1.19154, -0.54396, -0.99382)  0.141
H (-0.46551, -2.42996, 0.27528)  0.068
H (-0.56683, -3.06344, -1.31695)  0.087
H (1.04678, -2.73301, -0.63904)  0.091
H (0.84041, -1.09182, -2.67845)  0.092
H (-1.33717, 2.36750, -1.79034)  0.043
H (-0.08093, 1.53379, -2.09096)  -0.009
O (-0.43514, 2.43099, -2.11344)  -0.055
H (-1.96078, -0.40718, 2.08982)  0.011
H (-0.51404, 0.05192, 0.97258)  0.059
O (-1.32324, -0.72066, 1.44816)  -0.226

## Properties
Molar mass ... 125.2 g/mol
2S+1 ... 1
Orbital gap ... 10.3 eV
E_HOMO ... -9.5 eV

Need the numbers? Relative energies in hartree: #P 0.0000; #Q 0.0870.